[1]
This record from OMol25 describes a structure of composition C26H48AlOP2. The level of theory is ωB97M-V/def2-TZVPD.

The value obtained for the LUMO energy (alpha / beta) is -0.1656 / -0.1142 Eh. The HOMO energy (alpha / beta) comes out at -9.2 / -9.1 eV. As for the total energy: -54949.8738 eV. The energy above the lowest of the compared OMol25 structures with the same formula, charge and spin is 145.0 kJ/mol. The charge is +1.

Geometry as XYZ:
```
78
C26H48AlOP2, DFT ωB97M-V/def2-TZVPD
Al 3.0302 -0.8593 -0.7257
C -0.3822 0.4348 1.6579
C -0.5921 1.7207 1.0846
C -2.0721 0.2501 0.1019
C -1.2899 -0.4688 1.0473
C -1.6186 1.5969 0.1107
C 0.5072 0.1051 2.7961
H 1.3454 0.8050 2.8708
H 0.9345 -0.8949 2.6470
H -0.0026 0.0962 3.7701
C -1.4438 -1.8879 1.4205
H -0.5459 -2.2690 1.9077
H -1.6567 -2.5117 0.5538
H -2.2900 -1.9996 2.1183
C -3.2873 -0.2779 -0.5518
H -4.0972 -0.3598 0.1853
H -3.1430 -1.2769 -0.9786
H -3.6282 0.3834 -1.3449
C -2.2489 2.6967 -0.6575
H -3.0826 3.1480 -0.0898
H -2.6642 2.3435 -1.6166
H -1.5292 3.4968 -0.8692
C 0.0876 2.9868 1.4253
H -0.5091 3.5774 2.1356
H 0.2503 3.6149 0.5401
H 1.0529 2.8021 1.8928
C 5.0654 -0.5181 -1.3191
C 5.6694 0.1208 -0.0398
C 6.3128 1.5397 -0.1279
C 5.8703 2.5319 -1.1849
C 4.4965 2.3552 -1.7249
C 4.2375 1.7689 -2.9286
C 5.0729 0.7175 -3.5626
C 5.8948 -0.0838 -2.5600
H 7.4017 1.4033 -0.2890
H 6.5954 2.5176 -1.9960
H 6.2029 1.9997 0.8527
H 6.8135 0.4739 -2.2808
H 5.1460 -1.6325 -1.2609
H 6.4933 -0.5222 0.2683
H 6.2662 -0.9993 -3.0657
H 4.4522 0.0196 -4.1359
H 3.4930 2.1811 -3.5955
H 5.7473 1.1729 -4.3033
H 5.9448 3.5488 -0.7686
H 3.7116 2.9432 -1.2296
P 4.3842 -0.1323 1.2333
C 4.6005 -1.9812 1.3744
C 3.9345 1.4003 2.1205
P 1.0038 1.1065 -2.8093
C 2.4216 0.2809 -2.1033
C 1.3719 2.8640 -2.3478
C 1.5362 0.4128 -4.4653
H 3.7945 -2.5042 0.8143
H 4.5327 -2.2472 2.4330
H 5.5708 -2.3147 0.9649
H 4.4146 2.3129 1.7369
H 4.1823 1.3140 3.1935
H 2.8483 1.5602 2.0343
H 2.6216 0.4840 -4.6371
H 1.0165 0.8702 -5.3125
H 1.2953 -0.6700 -4.4629
H 2.9023 -0.3978 -2.8503
H 3.0629 0.8316 -1.3313
H 0.4283 3.4277 -2.3502
H 2.0593 3.3903 -3.0192
H 1.7716 2.9426 -1.3202
C 0.9123 -3.9421 -1.3186
C 0.7845 -2.4813 -1.6621
C -0.6534 -2.2168 -2.0666
O 1.3373 -1.6855 -0.6126
H 0.2472 -4.1974 -0.4942
H 1.9213 -4.2260 -1.0204
H 0.6302 -4.5585 -2.1652
H 1.3654 -2.2638 -2.5736
H -1.3614 -2.5239 -1.2939
H -0.8599 -1.1811 -2.3350
H -0.8997 -2.8355 -2.9382
```



[2]
This record from OMol25 describes a cluster of 12 separate species, H24O12 in total. The level of theory is ωB97M-V/def2-TZVPD.

The value obtained for the LUMO energy is -0.0015 Eh. The HOMO energy comes out at -11.2 eV. As for the total energy: -24958.7189 eV. The energy above the lowest of the compared OMol25 structures with the same formula, charge and spin is 287.1 kJ/mol. The charge is 0.

Geometry as XYZ:
```
36
H24O12, DFT ωB97M-V/def2-TZVPD
O -2.8084 -1.0852 -3.8534
H -3.5414 -1.4484 -3.3564
H -3.0172 -1.2811 -4.7668
O -0.2809 0.3532 0.0368
H -0.4230 0.2790 -0.9069
H -0.0223 -0.5269 0.3104
O 5.3649 -1.6604 3.6264
H 4.4615 -1.5725 3.9304
H 5.6828 -0.7604 3.5550
O 5.3635 -3.8334 -0.8390
H 4.5485 -3.4683 -1.1833
H 5.4381 -3.4656 0.0416
O -5.5505 2.2846 1.0981
H -4.7635 2.7369 0.7946
H -6.1535 2.3279 0.3560
O 1.0665 -1.2991 5.6001
H 0.9429 -0.7956 6.4047
H 0.2745 -1.1328 5.0889
O 1.5270 -3.8700 -3.8105
H 0.8357 -4.5244 -3.9118
H 1.1083 -3.0409 -4.0419
O 0.8896 3.7968 -5.1844
H 1.6023 3.1656 -5.0853
H 0.5049 3.5925 -6.0368
O -0.7408 -4.5666 1.0413
H -0.4429 -5.4120 0.7054
H -1.6423 -4.4885 0.7290
O -2.6882 5.2245 -1.4707
H -2.0117 5.3020 -2.1435
H -2.9380 6.1278 -1.2764
O 2.5946 4.2595 0.1505
H 1.9072 3.6165 -0.0235
H 3.4115 3.7866 -0.0086
O -3.4421 0.1026 4.9574
H -3.3618 0.9429 5.4086
H -3.6960 0.3334 4.0638
```



[3]
This record from OMol25 describes a structure of composition C5H7NiO4. The level of theory is ωB97M-V/def2-TZVPD.

The value obtained for the LUMO energy (alpha / beta) is -0.1682 / -0.1949 Eh. The expectation value of S² is 2.005. The HOMO energy (alpha / beta) comes out at -13.4 / -13.3 eV. As for the total energy: -54523.1251 eV. The energy above the lowest of the compared OMol25 structures with the same formula, charge and spin is 0.0 kJ/mol. The charge is +1. Its spin multiplicity is 3.

Geometry as XYZ:
```
17
C5H7NiO4, DFT ωB97M-V/def2-TZVPD
O -1.6934 0.6038 1.6322
Ni -0.5941 -0.4143 0.5326
C -1.5140 1.5000 2.4549
C -0.2775 2.2953 2.5661
H -2.3663 1.7897 3.0933
H 0.5233 1.6836 3.0121
H -0.0384 2.6884 1.5647
H -0.4825 3.1759 3.1954
C 2.5148 0.1379 0.0035
C 1.2558 -0.2133 -0.2777
O 1.0554 -0.4087 -1.7021
C -0.1473 -0.7259 -2.0759
O -1.1229 -0.8295 -1.3225
O -0.2223 -0.8930 -3.3703
H 2.8101 0.2403 1.0485
H 3.2879 0.2673 -0.7608
H -1.1059 -0.6665 -3.6925
```